Computed, not measured: C3H8ClN in the gas phase at a distorted geometry, with wB97M-V/def2-TZVPD.

Structure (XYZ):
```
13
Properties=species:S:1:pos:R:3:forces:R:3
C 1.2187 0.8545 0.1060 -0.9 -1.4 -1.7
C 0.1553 0.0473 0.8069 1.8 -1.7 0.5
Cl -1.0753 1.1435 1.2921 -1.3 1.2 1.2
C -0.5032 -1.0502 0.0183 2.0 1.6 -3.9
N -1.2001 -0.5237 -1.1799 -2.8 -0.7 2.2
H 0.7760 1.3175 -0.7878 0.3 0.2 0.3
H 1.4572 1.5704 0.8278 1.2 1.3 0.6
H 2.0303 0.1944 -0.2327 0.1 0.4 0.4
H 0.6795 -0.4198 1.6791 -0.8 0.5 -0.2
H -1.1896 -1.5642 0.5847 -1.4 -1.4 1.3
H 0.2601 -1.6923 -0.4610 -0.1 -0.2 0.9
H -1.9301 0.1269 -0.8437 0.4 -0.6 -0.5
H -0.6788 -0.0043 -1.8098 1.7 0.9 -1.2
```
Positions in Å, forces in eV/Å.

SMILES string: C[C@@H](Cl)CN
HOMO level in eV: -9.44
HOMO-LUMO gap in eV: 10.42

Atom charges from the natural (NBO) analysis, given in e for atoms 1 to 8: -0.615 -0.229 -0.045 -0.231 -0.833 0.205 0.223 0.213